Record 1
10
Properties=species:S:1:pos:R:3 method="wB97M-V/def2-TZVPD" relative_energy_kj_mol=77.38 charge=-1 energy_ha=-997.060713 homo_ev=-5.3689 homo_lumo_gap_ev=8.396
O -1.42529 -0.70105 -1.50379
C -1.28142 0.38574 -1.04149
N -1.32658 0.54497 0.24727
C -0.40245 0.11213 0.96446
P 1.05856 -0.61553 0.13844
O 1.25224 -0.37707 -1.28314
O 1.21931 -1.99886 0.70562
I 2.73294 0.95287 1.15454
H -1.26094 1.42678 -1.41871
H -0.56638 0.27002 2.03680

---

Record 2
272
Properties=species:S:1:pos:R:3 method="wB97M-V/def2-TZVPD" relative_energy_kj_mol=1112.66 energy_ha=-4623.261238 homo_ev=-8.4568 homo_lumo_gap_ev=8.680
C -6.11302 -6.67876 -0.47038
C -4.63876 -6.33930 -0.89354
C -4.26712 -5.02526 -0.15176
O -4.23807 -5.21111 1.24624
C -3.92137 -4.11132 2.05538
N -3.80587 -7.30821 -0.28917
H -6.93070 -6.03161 -0.78772
H -6.36899 -7.25159 0.42094
H -6.25565 -7.53051 -1.13541
H -4.37100 -6.34757 -1.95011
H -5.11468 -4.35976 -0.31565
H -3.41303 -4.56820 -0.65149
H -4.67763 -3.35351 2.26008
H -3.02736 -3.58977 1.71353
H -3.58520 -4.41553 3.04663
H -2.87214 -7.13024 -0.63058
H -3.79634 -7.10809 0.70076
C -0.51097 -4.36633 0.30595
C 0.71078 -5.19437 -0.15066
C 0.52808 -6.80696 0.00163
O -0.45819 -7.29316 -0.82814
C -0.33513 -8.72106 -1.17382
N 1.05495 -4.82243 -1.50807
H -1.07351 -4.69492 1.17984
H -1.20967 -4.32788 -0.52977
H -0.32896 -3.30361 0.46591
H 1.57504 -4.86215 0.42449
H 0.24549 -7.21793 0.97082
H 1.50378 -7.19951 -0.28478
H 0.49526 -9.02203 -1.81255
H -1.24323 -9.05875 -1.67322
H -0.35128 -9.34514 -0.28031
H 1.09844 -5.55188 -2.20528
H 0.54004 -4.07385 -1.94918
C -8.99406 5.87513 -6.25029
C -8.31932 5.02265 -5.18256
C -6.78280 5.22912 -5.27394
O -6.19933 4.56184 -4.11566
C -4.84418 4.12516 -4.17834
N -8.89064 5.33588 -3.88438
H -8.49310 5.58201 -7.17291
H -8.89741 6.92445 -5.97163
H -10.06471 5.69931 -6.35471
H -8.37426 3.93605 -5.24864
H -6.49750 6.26972 -5.42838
H -6.37418 4.78536 -6.18179
H -4.68977 3.27144 -4.83820
H -4.64963 3.75799 -3.17064
H -4.07368 4.85543 -4.42553
H -8.23726 4.92741 -3.23142
H -9.76609 4.90779 -3.61900
C 6.75485 -4.42626 5.26012
C 7.58161 -3.15213 5.34615
C 6.95479 -1.76419 5.83827
O 5.91844 -2.01014 6.84351
C 5.29085 -0.86408 7.30928
N 8.84594 -3.38544 6.16298
H 7.31908 -5.32057 4.99563
H 5.98548 -4.31739 4.49571
H 6.28498 -4.65191 6.21741
H 8.01548 -2.97519 4.36199
H 6.52659 -1.37112 4.91620
H 7.63533 -0.94912 6.08451
H 5.92301 -0.18781 7.88470
H 4.50372 -1.13696 8.01218
H 4.77789 -0.29660 6.53278
H 9.20689 -4.32865 6.15023
H 8.55031 -3.38562 7.12874
C -4.05322 -0.81601 4.54373
C -5.51806 -0.92426 4.20617
C -6.42594 -0.64554 5.42314
O -7.77602 -0.96203 5.13304
C -8.63815 -0.92756 6.26847
N -5.88013 -0.10325 3.08743
H -3.88596 0.16963 4.97807
H -3.37275 -0.93358 3.70039
H -3.88499 -1.53414 5.34629
H -5.77587 -1.95315 3.95513
H -6.41411 0.42605 5.62228
H -6.03766 -1.10277 6.33323
H -8.69569 0.10440 6.61470
H -8.24329 -1.40868 7.16328
H -9.67953 -1.20430 6.10398
H -6.80802 -0.27933 2.72948
H -5.36425 -0.26207 2.23377
C 8.32437 -3.62711 -1.59824
C 7.78140 -4.99434 -1.50575
C 6.19679 -5.03166 -1.59730
O 5.60323 -4.12508 -0.68912
C 4.25488 -4.31130 -0.60679
N 8.37260 -5.72622 -2.72581
H 9.39565 -3.42791 -1.57024
H 7.90833 -3.01928 -0.79477
H 7.86493 -3.17834 -2.47894
H 8.23836 -5.52935 -0.67325
H 6.00006 -6.07815 -1.36433
H 5.79564 -4.77480 -2.57770
H 4.13165 -5.12251 0.11075
H 3.86845 -4.52762 -1.60276
H 3.82592 -3.45064 -0.09360
H 7.92585 -6.61657 -2.89254
H 7.82818 -5.32036 -3.47346
C -1.49259 7.84027 -0.87033
C -0.34549 7.95204 0.15044
C -0.88127 8.60302 1.46404
O -1.27542 10.01998 1.38166
C -0.23146 10.93592 1.35366
N 0.20492 6.60688 0.44303
H -2.39409 7.33563 -0.52283
H -1.12849 7.48499 -1.83432
H -1.97574 8.79888 -1.05936
H 0.39186 8.56071 -0.37296
H -0.25740 8.44091 2.34302
H -1.86259 8.20321 1.71948
H -0.79493 11.86608 1.42715
H 0.34160 10.82490 0.43313
H 0.37026 10.98696 2.26110
H 0.48176 6.17990 -0.42940
H -0.64554 6.11847 0.68444
C -1.09045 2.33105 -0.33906
C -0.84622 0.84677 -0.22485
C 0.66566 0.57838 0.22573
O 0.93279 -0.63841 0.98001
C 2.21467 -0.74351 1.55766
N -1.81000 0.24963 0.76068
H -0.38610 2.71335 -1.07787
H -0.76791 2.74886 0.61462
H -2.00681 2.63624 -0.84428
H -1.01360 0.32389 -1.16648
H 0.78590 1.39005 0.94325
H 1.36187 0.70163 -0.60385
H 3.08483 -0.88434 0.91651
H 2.31321 -1.53765 2.29775
H 2.41729 0.10320 2.21352
H -1.73436 -0.75752 0.76565
H -1.59183 0.43638 1.72899
C 4.43412 -6.86262 2.81687
C 5.84529 -7.16019 2.34919
C 6.73654 -7.93354 3.26099
O 8.03833 -8.13067 2.69943
C 8.98464 -7.06124 2.75052
N 5.67152 -7.84031 1.08398
H 4.02174 -6.12048 2.13329
H 4.45059 -6.41975 3.81271
H 3.81665 -7.76012 2.85356
H 6.28173 -6.17719 2.17227
H 6.26694 -8.91607 3.30803
H 6.73669 -7.32139 4.16287
H 9.56608 -7.16517 1.83443
H 9.69098 -7.01295 3.57929
H 8.49567 -6.09244 2.64841
H 6.42831 -8.39897 0.71619
H 5.58788 -7.01949 0.50144
C -0.23237 0.82085 -5.51911
C -0.01202 2.34725 -5.92694
C -1.27935 2.81167 -6.76031
O -1.05729 4.25737 -6.76514
C -2.15957 5.04317 -7.35216
N 0.09917 2.96502 -4.57803
H -0.06274 0.20057 -6.39922
H -1.18368 0.67182 -5.00831
H 0.42670 0.50085 -4.71207
H 0.92168 2.55403 -6.44994
H -2.21996 2.61474 -6.24596
H -1.24531 2.49238 -7.80194
H -2.30721 4.61961 -8.34558
H -1.80795 6.04689 -7.59093
H -3.11235 5.12001 -6.82832
H 0.08663 3.97489 -4.56764
H -0.88775 2.96258 -4.36335
C 4.11334 2.55764 -3.59038
C 4.92567 2.49947 -2.31223
C 4.03914 2.51243 -1.00639
O 3.12569 3.68835 -1.06550
C 2.77226 4.26937 0.08852
N 5.83015 1.36514 -2.39548
H 4.77273 2.85475 -4.40588
H 3.39847 3.37096 -3.46566
H 3.68646 1.62104 -3.94905
H 5.67361 3.29157 -2.27683
H 4.72497 2.62779 -0.16708
H 3.48247 1.58125 -0.90097
H 2.12262 5.10924 -0.15779
H 3.56979 4.72264 0.67725
H 2.17415 3.49056 0.56162
H 5.26317 0.73710 -2.94702
H 6.07279 0.84438 -1.56480
C -5.68092 1.16785 -0.50956
C -5.40909 -0.35295 -0.81842
C -4.55082 -0.64431 -1.98337
O -4.04845 -2.05517 -2.22869
C -3.10871 -1.97642 -3.26348
N -4.72460 -0.86184 0.41139
H -6.12656 1.68239 -1.36088
H -4.83164 1.81258 -0.28343
H -6.29267 1.23836 0.38983
H -6.31973 -0.94683 -0.74012
H -3.76610 0.11203 -1.96698
H -5.01820 -0.37236 -2.92978
H -2.39955 -1.35070 -2.72156
H -3.60933 -1.66141 -4.17903
H -2.75328 -2.99628 -3.41068
H -4.73994 -1.86866 0.33279
H -3.74613 -0.67385 0.24599
C 2.97882 -0.96648 -2.25454
C 3.54427 -1.75691 -3.52559
C 2.48233 -2.14595 -4.55437
O 3.13061 -2.77275 -5.61186
C 2.26535 -2.85748 -6.69824
N 4.51492 -0.88461 -4.10590
H 3.79511 -0.87519 -1.53798
H 2.12280 -1.57287 -1.95851
H 2.67867 0.01426 -2.62353
H 4.04950 -2.62295 -3.09801
H 1.92470 -1.25545 -4.84449
H 1.83540 -2.86391 -4.05027
H 2.66041 -3.48835 -7.49451
H 1.98829 -1.85850 -7.03497
H 1.27382 -3.25873 -6.48854
H 4.04465 -0.02074 -4.33538
H 4.76924 -1.24890 -5.01294
C -5.00837 5.11236 -0.11659
C -5.60585 6.42283 -0.76717
C -5.47908 7.56630 0.21818
O -6.27829 7.33482 1.40050
C -5.89693 8.06471 2.50977
N -4.87106 6.73684 -2.03128
H -5.24098 4.98648 0.94084
H -3.91863 5.08843 -0.11876
H -5.46798 4.22189 -0.54545
H -6.66900 6.31666 -0.98291
H -5.73008 8.54765 -0.18437
H -4.42665 7.50105 0.49426
H -6.50061 7.84867 3.39123
H -6.04324 9.11209 2.24577
H -4.85716 7.93710 2.81095
H -5.22608 6.21437 -2.81936
H -5.16738 7.67015 -2.27874
C 6.23518 -0.48007 2.23627
C 7.32503 -0.44539 1.17572
C 8.59113 -1.22900 1.43774
O 9.27411 -0.72617 2.63531
C 10.26361 -1.65399 3.14409
N 6.61955 -0.65258 -0.05606
H 6.55041 0.23826 2.99306
H 6.18232 -1.42234 2.78166
H 5.25235 -0.04020 2.06704
H 7.65476 0.59266 1.13288
H 9.22004 -1.00715 0.57556
H 8.27487 -2.27206 1.42801
H 9.88962 -2.66321 3.31642
H 10.86946 -1.38162 4.00831
H 10.86977 -1.83905 2.25729
H 6.03990 -1.47850 -0.01178
H 7.19909 -0.69950 -0.88191
C -6.32225 4.90666 5.39886
C -6.69760 4.18828 4.07033
C -5.59352 3.30984 3.53556
O -4.23885 3.88637 3.44124
C -3.39773 3.00710 2.69331
N -7.79375 3.26201 4.54037
H -5.64627 5.66803 5.00969
H -5.87226 4.26085 6.15288
H -7.12804 5.56263 5.72828
H -7.11609 4.91668 3.37578
H -5.96453 2.89689 2.59751
H -5.39085 2.44498 4.16724
H -2.35262 3.27700 2.54168
H -3.91294 2.88811 1.74017
H -3.31804 2.03819 3.18623
H -8.18403 3.60891 5.40492
H -7.36368 2.42303 4.90266

---

Record 3
74
Properties=species:S:1:pos:R:3 method="wB97M-V/def2-TZVPD" relative_energy_kj_mol=0.00 charge=+2 energy_ha=-3797.545290 homo_ev="-13.2687 / -13.2693" homo_lumo_gap_ev="6.545 / 6.552" spin_multiplicity=2
Pd 0.35885 0.28328 0.35245
N -0.69055 -2.23208 0.23696
C -1.86905 -2.59888 0.55751
C -2.16821 -3.66006 1.55176
C -1.71689 -5.03467 1.00540
C -2.46183 -5.56902 -0.21563
N -2.25148 -4.75066 -1.42130
C -1.10019 -4.66647 -2.09661
N -0.07195 -5.44567 -1.77600
N -0.96128 -3.75945 -3.06037
C -2.71691 -0.04415 2.30499
O -3.63290 -0.64511 2.67583
O -1.77580 0.49142 1.89331
H -0.48432 -1.70239 -0.61814
H 0.13848 -2.49333 0.78034
H -2.62016 -2.33468 -0.18240
H -3.23071 -3.63893 1.79523
H -1.62602 -3.48745 2.48489
H -1.84279 -5.74919 1.81981
H -0.64626 -4.99471 0.79392
H -3.53594 -5.60972 -0.04417
H -2.15115 -6.59561 -0.41970
H -3.02308 -4.20037 -1.76283
H -0.17739 -6.21483 -1.13660
H 0.78405 -5.41404 -2.30693
H -1.69570 -3.11241 -3.30343
H -0.11774 -3.70476 -3.60804
F 1.64097 -1.81391 -0.84239
Sb 3.09843 -1.62405 0.44399
F 4.30431 -1.71708 -0.97564
F 3.00685 -3.48323 0.66757
F 4.36344 -1.31739 1.76131
F 1.63296 -1.48931 1.70412
F 2.89864 0.25761 0.14815
O -0.89270 0.26655 -1.36045
C -1.05441 1.44278 -2.05016
C -1.47645 1.17584 -3.48605
C -1.38242 1.97793 -4.57966
C -1.96934 1.39715 -5.74160
C -2.49778 0.17145 -5.49916
S -2.28390 -0.29679 -3.86181
C -2.13182 2.30842 -1.38747
C -3.14943 1.75975 -0.66434
C -4.13373 2.70128 -0.26174
C -3.84910 3.95407 -0.70120
S -2.40474 3.99894 -1.61468
C 0.36986 2.04785 -2.05790
C 0.97743 3.01249 -1.04184
C 2.47726 2.85727 -1.16401
C 2.86326 2.06121 -2.14529
S 1.50457 1.29727 -2.96713
H -0.92874 2.96103 -4.55734
H -1.99433 1.87643 -6.70877
H -3.00510 -0.48049 -6.19193
H -3.18522 0.70183 -0.45172
H -5.00430 2.46080 0.33080
H -4.40911 4.86161 -0.54093
H -0.57075 2.87012 0.33261
H 3.15867 3.43893 -0.55992
H 3.86774 1.83767 -2.47084
C 0.85308 6.82145 -1.32230
N 1.03818 5.48306 -0.72619
C 1.55828 5.42181 0.56096
C 1.68259 4.44040 1.47213
C 1.14355 3.08799 1.44731
O 1.19384 2.31689 2.36679
N 0.42787 2.67474 0.26093
C 0.70923 4.43832 -1.55392
O 0.30366 4.59813 -2.68376
H 1.44773 7.53738 -0.76410
H -0.19648 7.10745 -1.28387
H 1.17480 6.80281 -2.35865
H 1.94478 6.38718 0.86136
H 2.17864 4.70466 2.39556